No. 1
The following is a quantum chemistry calculation of a molecular structure, C46H44N5PPtS3 in a non-equilibrium geometry, from the Open Molecules 2025 dataset.

The geometry in XYZ format:
```
100
Properties=species:S:1:pos:R:3:forces:R:3:lowdin_charge:R:1
Pt 0.2453 0.0882 0.2821 1.0 1.2 0.1 1.141
S 1.9895 0.4011 4.6855 -0.6 -0.1 -1.3 1.182
C 0.2908 0.2200 4.9990 -0.2 0.0 -1.1 -0.439
C -0.3368 0.1252 6.2252 -0.4 0.0 0.1 -0.071
C -1.7087 -0.0612 6.2516 0.3 0.0 -0.1 -0.049
C -2.4385 -0.1527 5.0615 0.1 0.0 0.1 -0.054
C -1.8260 -0.0531 3.8321 0.4 0.1 -0.2 -0.012
C -0.4382 0.1447 3.7762 -1.5 -0.2 2.1 -0.301
N 0.3255 0.2429 2.6751 3.0 0.2 -3.0 0.060
C 1.6346 0.3357 2.9536 -1.7 -0.2 1.7 -0.490
C 2.6274 0.3271 1.9616 2.4 -0.1 -1.8 -0.300
C 4.0062 0.2296 2.2850 -1.3 0.3 0.3 -0.027
C 4.9577 0.2584 1.3007 0.5 0.0 -0.4 -0.054
C 4.5920 0.3735 -0.0375 -0.6 0.2 0.3 -0.029
C 3.2392 0.4522 -0.3806 1.1 -0.2 -0.2 -0.146
C 2.2757 0.3662 0.5856 -1.0 -0.9 1.3 -0.324
H 0.2415 0.1835 7.1315 0.0 0.0 0.2 0.119
H -2.2152 -0.1490 7.1986 -0.1 0.0 0.1 0.116
H -3.5040 -0.3139 5.1176 -0.1 0.0 0.0 0.114
H -2.3839 -0.1445 2.9124 -0.1 0.0 -0.1 0.089
H 4.2756 0.1196 3.3249 0.3 0.1 0.1 0.097
H 6.0022 0.2004 1.5624 0.1 -0.1 0.1 0.117
H 5.3407 0.4014 -0.8113 0.2 0.0 -0.1 0.114
H 2.9798 0.5541 -1.4234 -0.1 -0.1 -0.1 0.061
C -0.3364 2.6271 -1.9187 0.1 -0.3 0.2 -0.200
P 0.2144 2.3678 -0.1940 -0.2 0.5 -0.3 0.930
C 1.7904 3.2462 -0.0250 -0.1 -0.2 0.1 -0.375
C 2.1405 3.6545 1.2621 -0.1 -0.1 -0.2 -0.085
C 3.2730 4.4174 1.4631 0.0 0.0 0.0 -0.043
C 4.0670 4.7691 0.3811 0.0 -0.1 -0.1 -0.046
C 3.7440 4.3303 -0.8942 0.1 0.1 0.0 -0.055
C 2.6089 3.5665 -1.1017 -0.2 0.0 0.1 -0.090
C -0.8966 3.4574 0.7328 0.0 -0.4 0.2 -0.348
C -1.7849 2.9903 1.6891 0.1 -0.1 0.0 -0.091
C -2.6467 3.8713 2.3204 0.0 0.1 0.0 -0.057
C -2.6153 5.2212 2.0090 0.0 -0.1 0.0 -0.047
C -1.7027 5.6940 1.0774 0.0 0.1 -0.1 -0.050
C -0.8425 4.8204 0.4422 0.1 -0.1 -0.1 -0.079
H -0.1958 3.6693 -2.2046 0.0 0.0 0.1 0.065
H -1.3980 2.3766 -1.9647 0.1 -0.1 0.0 0.054
H 0.2253 1.9718 -2.5842 0.0 0.1 -0.1 0.014
H 1.4959 3.3921 2.0909 0.0 0.1 0.1 0.115
H 3.5236 4.7580 2.4564 0.0 0.0 0.1 0.117
H 4.9349 5.3913 0.5304 0.1 0.0 0.0 0.116
H 4.3660 4.6018 -1.7339 0.1 0.0 0.0 0.114
H 2.3527 3.2404 -2.0997 0.0 0.0 -0.1 0.101
H -1.7985 1.9387 1.9283 -0.1 0.0 0.0 0.055
H -3.3464 3.5022 3.0533 -0.1 -0.1 0.1 0.112
H -3.2884 5.9060 2.5004 -0.1 0.1 0.0 0.116
H -1.6627 6.7460 0.8416 0.0 0.1 0.0 0.116
H -0.1200 5.1905 -0.2710 0.0 0.1 -0.1 0.113
C 2.2240 0.0239 -4.9483 0.9 0.1 0.1 -0.006
N 0.7887 -0.0266 -4.8643 -1.0 -0.1 0.5 -0.105
C -0.0975 0.3150 -5.8521 -0.3 0.0 -0.1 -0.003
C -1.3496 0.1936 -5.3469 0.0 0.1 -0.1 -0.018
N -1.2189 -0.2378 -4.0530 0.6 0.0 -0.3 0.114
C 0.0929 -0.3760 -3.7589 -0.6 0.5 -0.1 -0.726
S 0.7587 -0.9820 -2.3290 0.3 0.1 2.2 0.809
H 2.5446 -0.0212 -5.9857 -0.2 -0.1 0.0 0.109
H 2.6543 -0.8137 -4.4007 0.0 0.1 -0.1 0.085
H 2.5949 0.9559 -4.5158 -0.1 -0.1 0.0 0.104
H 0.2187 0.6025 -6.8341 0.1 0.0 -0.2 0.141
H -2.2973 0.3817 -5.8071 -0.2 0.0 -0.1 0.135
H -1.9646 -0.4648 -3.4136 0.0 0.0 0.2 0.162
C -4.6659 -1.4347 0.5708 0.0 0.1 0.0 -0.037
C -4.3976 -0.0040 0.0916 0.0 0.2 0.0 -0.625
C -5.0278 0.2424 -1.2827 -0.1 0.0 0.1 -0.044
C -4.9637 0.9915 1.1099 -0.1 -0.1 -0.1 -0.038
C -2.9499 0.1919 0.0027 -0.1 -0.3 -0.2 -0.148
C -1.7435 0.2510 -0.0295 -0.5 -0.7 0.1 -0.288
H -5.7357 -1.5880 0.6858 -0.1 -0.1 0.0 0.094
H -4.1870 -1.6089 1.5324 0.0 0.0 0.1 0.082
H -4.2859 -2.1680 -0.1378 0.0 -0.1 -0.1 0.081
H -6.1101 0.1683 -1.2096 -0.1 0.0 0.0 0.092
H -4.6870 -0.4922 -2.0098 0.1 -0.1 -0.1 0.077
H -4.7794 1.2385 -1.6440 0.0 0.1 0.0 0.086
H -6.0409 0.8578 1.1750 -0.1 0.0 0.1 0.094
H -4.7572 2.0167 0.8127 0.0 0.1 0.0 0.085
H -4.5370 0.8244 2.0958 0.1 0.0 0.1 0.075
S 0.4903 -6.5939 0.3165 0.1 -0.1 -0.3 1.010
C 0.4437 -4.8179 0.3634 -0.1 0.3 0.1 -0.480
C -0.6900 -4.1231 -0.0668 0.5 -0.3 0.3 -0.040
C -0.7172 -2.7564 0.0475 -0.1 0.5 0.1 -0.150
N 0.3068 -2.0363 0.5510 -0.3 -0.6 -0.2 -0.118
C 1.3893 -2.7107 0.9820 0.0 0.5 0.1 -0.089
C 1.4956 -4.0790 0.9113 -0.5 -0.4 -0.2 -0.033
C 1.1884 -6.8029 -1.3366 -0.1 0.2 0.4 -0.500
C 2.5639 -6.9015 -1.4745 0.0 -0.1 -0.1 -0.073
C 3.0667 -7.1185 -2.7518 -0.1 0.1 0.7 -0.130
N 2.2818 -7.2220 -3.7983 0.5 -0.2 -1.3 0.066
C 0.9769 -7.1261 -3.6776 -0.4 0.1 0.5 -0.132
C 0.3673 -6.9086 -2.4481 0.0 0.0 0.0 -0.072
H -1.5389 -4.6515 -0.4675 -0.1 -0.1 0.0 0.118
H -1.5928 -2.1974 -0.2567 0.1 0.1 0.0 0.082
H 2.1972 -2.1317 1.4092 0.0 0.1 -0.1 0.113
H 2.3754 -4.5742 1.2866 0.1 0.0 0.0 0.119
H 3.2207 -6.8341 -0.6229 0.1 0.0 0.1 0.104
H 4.1277 -7.2254 -2.9254 0.1 0.0 0.0 0.114
H 0.3971 -7.2413 -4.5820 -0.1 0.0 -0.1 0.112
H -0.7054 -6.8488 -2.3661 -0.1 0.0 0.1 0.104
```
Positions in Å, forces in eV/Å.

net charge	+2
frontier orbital gap	5.0582	eV
total energy	-100894.164	eV



No. 2
The following is a quantum chemistry calculation of a molecular structure, C46H45MnNO4PS, from the Open Molecules 2025 dataset.

The geometry in XYZ format:
```
99
Properties=species:S:1:pos:R:3:forces:R:3:lowdin_spin:R:1
Mn 0.6168 -0.1068 0.0043 0.6 -0.3 -0.4 1.038
C 1.6393 2.3856 2.7482 -0.1 0.0 0.0 -0.001
C 3.1341 2.3041 2.7583 -0.1 0.0 0.1 0.000
C 3.8580 2.9188 3.7770 0.1 0.0 0.0 0.000
C 5.2415 2.8567 3.8305 0.0 0.0 0.0 0.000
C 5.9369 2.1676 2.8498 0.0 0.0 0.0 0.000
C 5.2308 1.5519 1.8278 0.1 0.1 0.0 0.000
C 3.8406 1.6120 1.7671 0.1 0.0 -0.1 -0.001
P 2.9444 0.8200 0.3777 -0.5 0.1 0.1 -0.006
C 4.1378 -0.4549 -0.1792 0.0 0.1 0.0 -0.001
C 4.6104 -0.4371 -1.4899 0.1 0.0 0.0 -0.001
C 5.4278 -1.4487 -1.9711 0.0 0.0 0.0 0.000
C 5.7836 -2.4946 -1.1342 0.0 0.0 0.0 0.000
C 5.3195 -2.5149 0.1718 0.0 0.0 0.0 0.000
C 4.4958 -1.5101 0.6721 0.0 0.0 0.0 0.000
C 4.0599 -1.5703 2.1095 -0.1 0.0 0.1 0.000
C 2.9370 2.0899 -0.9082 0.0 0.0 0.0 -0.003
C 3.6538 3.2795 -0.8705 0.0 0.0 0.1 0.000
C 3.3928 4.2851 -1.7894 -0.1 -0.1 -0.1 -0.002
C 2.3941 4.0833 -2.7394 0.0 0.1 0.0 -0.001
C 1.6983 2.8886 -2.7957 0.1 -0.1 0.0 -0.002
C 1.9652 1.8445 -1.8971 0.0 0.0 -0.2 -0.001
C 1.2437 0.5681 -1.8971 0.2 -0.2 0.1 -0.002
H 1.2776 2.8994 3.6388 0.0 0.0 0.0 0.000
H 1.1925 1.3896 2.7089 0.0 0.0 0.0 0.000
H 1.2750 2.9264 1.8731 0.0 0.0 0.0 0.000
H 3.3135 3.4492 4.5485 0.0 0.0 0.0 0.000
H 5.7726 3.3413 4.6405 0.0 0.0 0.0 0.000
H 7.0174 2.1064 2.8773 0.0 0.0 0.0 0.000
H 5.7739 1.0130 1.0607 0.0 0.0 0.0 0.000
H 4.3302 0.3819 -2.1405 0.0 0.0 0.0 0.000
H 5.7790 -1.4181 -2.9950 0.0 0.0 0.0 0.000
H 6.4185 -3.2946 -1.4942 0.0 0.0 0.0 0.000
H 5.5972 -3.3304 0.8298 0.0 0.0 0.0 0.000
H 4.7968 -1.0803 2.7508 0.0 0.0 0.0 0.000
H 3.9729 -2.6074 2.4382 0.0 0.0 0.0 0.000
H 3.0999 -1.0840 2.2867 0.0 0.0 0.0 0.000
H 4.3922 3.4363 -0.0920 0.0 0.0 0.0 0.000
H 3.9369 5.2190 -1.7492 0.0 0.0 0.0 0.000
H 2.1564 4.8696 -3.4476 0.0 0.0 0.0 0.000
H 0.9312 2.7428 -3.5475 0.0 0.0 0.0 0.000
H 1.9322 -0.2805 -2.0688 0.0 0.1 -0.2 -0.001
H 0.4676 0.5217 -2.6622 0.0 0.1 0.0 0.003
C 0.6639 -4.0737 2.5372 -0.1 0.0 0.1 0.000
C -0.2604 -2.8749 2.3603 -0.1 -0.1 -0.1 0.001
C -1.5411 -3.0304 3.1687 0.1 0.1 0.0 0.000
O -0.6611 -2.7844 0.9906 -0.1 -0.2 0.0 0.005
C 0.5060 -1.6137 2.8101 0.2 0.0 0.3 0.002
O 0.7832 -1.5542 4.0093 0.0 0.0 0.2 -0.001
O 0.8539 -0.7672 1.9355 -0.3 -0.2 -0.3 0.015
H 0.1358 -4.9970 2.2907 0.0 0.0 0.0 0.000
H 1.0192 -4.1173 3.5640 0.0 0.0 0.0 0.000
H 1.5359 -3.9793 1.8842 0.0 0.0 0.0 0.000
H -2.0518 -3.9508 2.8817 0.0 0.0 0.0 0.000
H -2.2066 -2.1867 2.9778 0.0 0.0 0.0 0.000
H -1.3112 -3.0441 4.2305 0.0 0.0 0.0 0.000
H 0.0421 -3.1417 0.4359 0.0 0.2 0.0 0.000
O -0.7573 -1.2548 -1.4347 0.1 0.0 0.4 0.006
S -2.0006 -2.0984 -1.3125 0.2 -0.2 0.0 0.002
C -3.2221 -1.1827 -0.3678 -0.1 -0.1 0.1 0.000
C -3.8071 0.0582 -0.9713 -0.1 0.0 0.2 0.000
C -5.1570 0.3248 -0.7577 0.0 0.0 0.0 0.000
C -5.7419 1.4751 -1.2619 0.1 0.0 0.0 0.000
C -4.9774 2.3715 -1.9975 0.0 0.0 0.0 0.000
C -3.6335 2.1088 -2.2133 0.0 0.0 0.0 0.000
C -3.0445 0.9633 -1.6994 0.1 0.1 0.0 0.000
C -2.7194 -2.0068 -2.9634 -0.1 0.0 -0.3 0.000
C -4.0374 -2.7235 -3.0212 0.1 0.1 0.0 0.000
C -5.2191 -2.0063 -3.1795 0.0 -0.1 0.0 0.000
C -6.4399 -2.6639 -3.1984 0.0 0.0 0.0 0.000
C -6.4906 -4.0427 -3.0540 0.0 0.0 0.0 0.000
C -5.3149 -4.7648 -2.8983 0.0 0.0 0.0 0.000
C -4.0948 -4.1071 -2.8836 0.0 0.0 0.0 0.000
H -2.6879 -0.9867 0.5644 0.0 0.1 0.0 0.000
H -4.0036 -1.9154 -0.1495 0.0 0.0 0.0 0.000
H -5.7557 -0.3769 -0.1877 0.0 0.0 0.0 0.000
H -6.7876 1.6758 -1.0716 0.0 0.0 0.0 0.000
H -5.4215 3.2801 -2.3797 0.0 0.0 0.0 0.000
H -3.0217 2.8151 -2.7583 0.0 0.0 0.0 0.000
H -1.9844 0.7881 -1.8335 0.0 0.0 0.0 0.000
H -1.9653 -2.4889 -3.5879 0.0 0.0 0.0 0.000
H -2.7949 -0.9587 -3.2530 0.0 -0.1 0.0 0.000
H -5.1792 -0.9294 -3.2813 0.0 0.0 0.0 0.000
H -7.3509 -2.0934 -3.3213 0.0 0.0 0.0 0.000
H -7.4435 -4.5548 -3.0635 0.0 0.0 0.0 0.000
H -5.3454 -5.8405 -2.7880 0.0 0.0 0.0 0.000
H -3.1787 -4.6714 -2.7613 0.0 0.0 0.0 0.000
N -4.5403 4.8869 1.7456 -0.1 0.1 0.0 -0.002
C -3.7020 4.1299 1.5207 0.2 -0.2 -0.1 -0.001
C -2.6620 3.1851 1.2212 -0.2 0.2 0.0 -0.004
C -1.6884 3.4923 0.2690 0.1 -0.1 0.0 -0.001
C -0.7254 2.5521 -0.0529 -0.1 0.1 0.1 -0.006
C -0.6556 1.2762 0.5503 -0.1 0.2 0.1 -0.025
C -1.6306 1.0404 1.5441 0.0 0.2 0.0 -0.006
C -2.6230 1.9515 1.8688 0.1 -0.1 0.0 -0.001
H -1.7125 4.4585 -0.2224 0.0 0.0 0.0 0.000
H -0.0025 2.8096 -0.8194 -0.1 0.1 0.1 -0.001
H -1.6143 0.0984 2.0863 0.0 0.0 0.0 0.000
H -3.3690 1.7208 2.6207 0.0 0.0 0.0 0.000
```
Positions in Å, forces in eV/Å.

net charge	-1
frontier orbital gap (alpha / beta)	6.4276 / 5.8012	eV
⟨S²⟩	0.76
energy relative to the best compared isomer or geometry (same formula, charge and spin)	108.5	kJ/mol
total energy	-109557.118	eV
2S+1	2